(1)
8
Properties=species:S:1:pos:R:3:forces:R:3 method="wB97M-V/def2-TZVPD" homo_ha="-0.4196 / -0.4031" multiplicity=3 homo_lumo_gap_ev="11.55 / 6.28" s2=2.033
C 1.35745 0.22667 -0.68988 0.579 0.607 -0.114
N 1.86210 1.17042 -1.21538 -0.219 0.049 0.097
N 0.94880 -0.87164 -0.26430 -0.791 -1.190 0.750
O -2.59282 -0.39085 -0.78362 0.043 -0.944 0.124
O -1.55035 -0.46950 1.43976 -0.043 -0.956 -0.069
F -3.75193 -1.74082 1.06880 2.594 0.803 -1.154
S -2.23081 -1.16928 0.37376 -2.728 1.044 1.051
H 0.56019 -0.95880 0.69278 0.565 0.586 -0.685

***

(2)
7
Properties=species:S:1:pos:R:3:forces:R:3 method="wB97M-V/def2-TZVPD" homo_ha=-0.1921 homo_lumo_gap_ev=9.13 charge=-1
C 0.49008 -0.81863 -0.23271 -0.566 1.283 0.004
N -2.17777 1.14372 -0.53974 -1.235 -0.912 -0.105
O 1.49152 -1.44879 -0.52962 -0.267 0.187 0.338
O -0.69613 -1.02127 -0.74366 0.874 -1.489 -0.043
F -2.85941 -0.93661 1.26147 0.295 0.249 -1.053
S -2.46668 -0.27133 -0.54000 0.955 1.856 1.370
H 0.54462 0.11051 0.44934 -0.057 -1.173 -0.511

***

(3)
5
Properties=species:S:1:pos:R:3:forces:R:3 method="wB97M-V/def2-TZVPD" homo_ha=-0.4436 homo_lumo_gap_ev=11.79 smiles="O=COF"
O -1.32950 1.05616 -0.05058 0.769 0.020 0.484
C -0.51488 0.21064 0.06108 1.251 -0.002 -1.183
O 0.90253 0.45099 -0.01800 -0.504 -0.375 0.192
F 1.53129 -0.86152 -0.03864 -0.848 1.285 0.098
H -0.58943 -0.85627 0.04614 -0.667 -0.927 0.409

***

(4)
6
Properties=species:S:1:pos:R:3:forces:R:3 method="wB97M-V/def2-TZVPD" homo_ha="-0.3174 / -0.3373" homo_lumo_gap_ev="6.79 / 7.19"
C 1.22958 1.87870 1.77572 0.817 1.237 0.835
N 0.18655 -0.74522 -0.29071 -0.718 -0.527 -0.167
O 1.90217 2.60768 2.33098 -0.881 -0.995 -0.755
I 3.99226 0.10572 -0.65498 0.338 0.448 -0.125
I 1.83782 -1.11129 0.61170 -0.864 -0.419 0.120
H -0.54166 -0.27248 0.28622 1.308 0.257 0.092

***

(5)
7
Properties=species:S:1:pos:R:3:forces:R:3 method="wB97M-V/def2-TZVPD" homo_ha=-0.1512 homo_lumo_gap_ev=6.99 charge=-1
C -0.33030 -0.35109 0.50726 -3.799 -2.832 -1.737
O 1.01691 0.00142 -2.00271 0.525 -1.219 -0.287
O 0.52546 1.97145 -0.69739 -0.696 -0.711 -0.250
S -0.01601 0.70693 -1.27376 -0.252 2.112 1.327
I -0.86177 0.55394 2.29373 -0.174 1.013 0.817
I 1.17153 -1.77393 0.84497 0.650 -0.586 -0.009
H -1.50582 -1.10872 0.32790 3.746 2.222 0.139

***

(6)
6
Properties=species:S:1:pos:R:3:forces:R:3 method="wB97M-V/def2-TZVPD" homo_ha="-0.3021 / -0.3021" homo_lumo_gap_ev="5.33 / 5.33"
C -0.41300 -0.22632 0.23214 -0.386 0.633 2.689
S 0.06006 -1.41457 -0.81443 0.625 -0.078 0.003
I 1.89292 0.93929 2.19625 -0.845 -0.388 -0.872
I -1.69250 1.30403 -0.22268 0.203 0.360 -0.090
I 0.68421 -0.17060 -2.73124 -0.001 -0.140 -0.219
H -0.53169 -0.43183 1.33996 0.404 -0.388 -1.511

***

(7)
5
Properties=species:S:1:pos:R:3:forces:R:3 method="wB97M-V/def2-TZVPD" homo_ha=-0.3293 homo_lumo_gap_ev=8.05
C 0.34051 0.42515 0.01119 1.842 1.108 -0.337
S 1.20690 1.88174 -0.06871 -2.200 -2.318 0.260
S -1.38233 0.21321 0.13280 -0.368 -0.337 -0.101
I 1.51947 -1.35340 -0.06976 -0.389 0.109 0.033
H -1.68456 -1.16671 -0.00552 1.115 1.437 0.145

***

(8)
6
Properties=species:S:1:pos:R:3:forces:R:3 method="wB97M-V/def2-TZVPD" homo_ha=-0.5267 homo_lumo_gap_ev=9.97 charge=+1
O 0.31499 0.55558 1.49586 -1.239 -1.448 -0.297
C 0.16002 -0.33966 0.66503 3.773 1.154 -3.064
H 0.85316 -1.23526 0.45530 -1.167 0.107 2.244
O -0.21272 -0.08634 -0.59224 -1.598 0.200 0.453
Na -0.52785 2.16418 0.04592 0.127 -0.181 0.253
Li -0.58761 -1.05850 -2.06987 0.104 0.168 0.411

***

(9)
7
Properties=species:S:1:pos:R:3:forces:R:3 method="wB97M-V/def2-TZVPD" homo_ha=-0.4182 homo_lumo_gap_ev=10.66 smiles="N#CP[N+](=O)[O-]"
N -0.61469 2.31127 -0.40935 -0.055 0.746 -0.153
C -0.63489 1.31215 0.14607 -0.501 0.063 0.082
P -0.77194 -0.28389 0.87775 -0.575 -0.794 -0.899
N 0.80977 -0.76295 0.10680 0.909 2.380 -0.098
O 1.61728 0.13550 -0.04668 0.350 -0.483 0.367
O 0.90043 -1.85989 -0.31986 0.215 -2.325 -0.344
H -1.30595 -0.85219 -0.35473 -0.342 0.414 1.045

***

(10)
7
Properties=species:S:1:pos:R:3:forces:R:3 method="wB97M-V/def2-TZVPD" homo_ha="-0.3987 / -0.3756" homo_lumo_gap_ev="7.98 / 8.70"
C -1.61876 -1.56804 0.09023 -0.260 -0.226 0.035
N -1.65908 -2.37914 -0.72330 0.213 -0.480 -0.345
N -2.26897 0.88906 -0.08965 -0.746 0.834 0.039
O -3.41103 0.79389 -0.52766 1.189 -0.058 0.379
O -1.46313 1.75869 -0.36823 -0.649 -0.617 0.000
P -1.83939 -0.33569 1.29170 0.887 1.003 -0.536
H 0.44864 0.66684 0.52568 -0.635 -0.456 0.428

***

Calculated energy above the lowest of the compared OMol25 structures with the same formula, charge and spin, 20.8 141.9 457.0 189.4 114.5 157.4 83.9 0.0 18.1 324.4 kJ/mol (same order as the records).